Record 1
C3H2MnO3 | wB97M-V/def2-TZVPD

Atoms and positions in Å:
O -1.754 2.612 0.963
C -0.722 2.110 0.698
O 0.491 2.245 0.683
O -0.410 -0.013 0.401
C 0.470 -0.695 -0.425
C 0.153 -1.935 -0.849
H 0.932 -2.613 -1.206
H -0.834 -2.381 -0.663
Mn 1.674 0.672 0.398

Results
total energy = -40602.2525 eV
2S+1 = 6
HOMO-LUMO gap (alpha / beta) = 6.708 / 6.724 eV
LUMO energy (alpha / beta) = -1.12 / -1.23 eV
total charge = 0
max |F| = 0.0566 hartree/bohr

Results of the Löwdin charge analysis, in e, for atoms 1 through 4:
1. O 0.23
2. C -0.36
3. O -0.06
4. O -0.31

Record 2
C3H2N2O | wB97M-V/def2-TZVPD

Atoms and positions in Å:
O 0.411 -0.512 1.864
C 0.195 -0.239 0.755
C 1.091 -0.004 -0.491
N 0.416 0.257 -1.549
N -1.063 0.413 -1.014
C -1.110 0.121 0.195
H 2.149 0.029 -0.575
H -1.964 0.115 0.851

Results
total energy = -8168.2024 eV
HOMO-LUMO gap = 9.131 eV
LUMO energy = -1.44 eV
SMILES string = O=C1C=NN=C1
total charge = 0
max |F| = 0.0599 hartree/bohr

Results of the Löwdin charge analysis, in e, for atoms 1 through 4:
1. O 0.18
2. C -0.38
3. C -0.07
4. N 0.09

Record 3
C3H2N2O | wB97M-V/def2-TZVPD

Atoms and positions in Å:
C 1.174 -1.041 -0.450
C -0.493 0.544 1.087
C 0.239 -0.312 0.183
N 1.871 -1.387 -1.290
N -1.164 -0.258 0.228
O -0.616 1.462 1.795
H 0.951 1.371 -1.163
H -1.962 -0.379 -0.391

Results
total energy = -8164.2272 eV
HOMO-LUMO gap (alpha / beta) = 9.447 / 8.050 eV
LUMO energy (alpha / beta) = -1.19 / -0.89 eV
total charge = 0
max |F| = 0.0448 hartree/bohr

Results of the Löwdin charge analysis, in e, for atoms 1 through 4:
1. C -0.25
2. C -0.46
3. C -0.16
4. N 0.17

Record 4
C3H2N2O | wB97M-V/def2-TZVPD

Atoms and positions in Å:
N -0.234 2.463 -0.862
C -0.155 1.376 -0.476
C -0.185 -0.063 -0.124
O -1.291 -0.341 0.690
C 1.095 -0.710 0.191
N 1.969 -1.457 0.068
H -0.157 -0.652 -1.072
H -1.042 -0.616 1.583

Results
total energy = -8168.8525 eV
HOMO-LUMO gap = 11.992 eV
LUMO energy = -0.06 eV
SMILES string = N#CC(O)C#N
total charge = 0
max |F| = 0.0343 hartree/bohr

Results of the Löwdin charge analysis, in e, for atoms 1 through 4:
1. N 0.18
2. C -0.13
3. C -0.37
4. O 0.02

Record 5
C3H2N2O | wB97M-V/def2-TZVPD

Atoms and positions in Å:
C -0.860 -0.762 -0.008
C -0.729 0.696 0.026
C 1.409 0.115 -0.002
N 0.219 -1.395 -0.014
N 0.486 1.113 -0.006
O 2.575 0.077 -0.003
H -1.695 -1.377 0.040
H -1.405 1.534 -0.033

Results
total energy = -8166.7159 eV
2S+1 = 3
HOMO-LUMO gap (alpha / beta) = 8.807 / 8.488 eV
LUMO energy (alpha / beta) = 0.95 / -3.00 eV
total charge = 0
max |F| = 0.0808 hartree/bohr

Results of the Löwdin charge analysis, in e, for atoms 1 through 4:
1. C -0.21
2. C -0.16
3. C -0.33
4. N 0.22

Record 6
C3H2N2O2 | wB97M-V/def2-TZVPD

Atoms and positions in Å:
O 0.875 -2.290 0.148
C 1.068 -1.181 -0.086
N 1.082 -0.050 -0.499
C 1.704 1.150 -0.282
O 2.564 1.280 0.560
H 1.365 1.895 -0.900
C -2.915 -0.286 0.382
N -2.339 0.373 -0.369
H -3.404 -0.891 1.045

Results
total energy = -10217.2252 eV
HOMO-LUMO gap = 11.429 eV
LUMO energy = 0.61 eV
SMILES string = O=C=NC=O.C#N
total charge = 0
max |F| = 0.0736 hartree/bohr

Results of the Löwdin charge analysis, in e, for atoms 1 through 4:
1. O 0.21
2. C -0.29
3. N 0.18
4. C -0.30

Record 7
C3H2N2O2 | wB97M-V/def2-TZVPD

Atoms and positions in Å:
O -2.909 0.164 -0.380
C -1.760 0.080 -0.529
C -0.486 -0.248 -0.789
N 0.524 0.743 -0.927
C 1.295 0.464 0.046
N 0.950 -0.694 0.814
O -0.034 -1.314 -0.011
H 2.173 1.032 0.326
H 0.439 -0.414 1.656

Results
total energy = -10214.3156 eV
HOMO-LUMO gap = 8.874 eV
LUMO energy = 0.21 eV
SMILES string = O=C=C1N=CNO1
total charge = 0
max |F| = 0.0207 hartree/bohr

Results of the Löwdin charge analysis, in e, for atoms 1 through 4:
1. O 0.20
2. C -0.07
3. C -0.32
4. N 0.13

Record 8
C3H2N2O2 | wB97M-V/def2-TZVPD

Atoms and positions in Å:
N 1.368 1.818 0.193
C 1.582 0.652 -0.157
C 2.483 -0.271 -0.103
O 3.025 -1.237 -0.440
H 0.531 2.235 -0.031
N -1.065 -1.216 0.160
C -1.221 -0.341 -0.645
O -1.407 0.539 -1.393
H -0.419 -1.562 0.808

Results
total energy = -10215.2552 eV
HOMO-LUMO gap (alpha / beta) = 7.472 / 7.471 eV
LUMO energy (alpha / beta) = -1.28 / -1.28 eV
SMILES string = N=C=C=O.N=C=O
total charge = 0
max |F| = 0.0608 hartree/bohr

Results of the Löwdin charge analysis, in e, for atoms 1 through 4:
1. N 0.17
2. C -0.17
3. C -0.18
4. O 0.17

Record 9
C3H2N2O2 | wB97M-V/def2-TZVPD

Atoms and positions in Å:
O -2.549 0.088 -0.781
C -1.707 0.244 0.058
C -0.390 -0.523 -0.005
O -0.289 -1.606 -0.509
N 0.647 0.195 0.654
C 1.844 0.366 -0.084
N 2.005 -0.665 0.572
H -1.828 0.951 0.891
H 2.308 1.055 -0.784

Results
total energy = -10214.3866 eV
HOMO-LUMO gap = 9.384 eV
LUMO energy = -0.71 eV
SMILES string = O=CC(=O)N1C=N1
total charge = 0
max |F| = 0.0121 hartree/bohr

Results of the Löwdin charge analysis, in e, for atoms 1 through 4:
1. O 0.10
2. C -0.17
3. C -0.43
4. O 0.14

Record 10
C3H2N2O2 | wB97M-V/def2-TZVPD

Atoms and positions in Å:
O 0.015 -2.536 -0.507
C -0.032 -1.687 0.339
C 0.579 -0.316 0.113
O 1.696 -0.162 -0.297
N -0.317 0.708 0.511
C -0.566 1.729 -0.445
N 0.389 2.126 0.229
H -0.522 -1.860 1.306
H -1.243 1.999 -1.250

Results
total energy = -10214.3614 eV
HOMO-LUMO gap = 9.613 eV
LUMO energy = -0.46 eV
SMILES string = O=CC(=O)N1C=N1
total charge = 0
max |F| = 0.0141 hartree/bohr

Results of the Löwdin charge analysis, in e, for atoms 1 through 4:
1. O 0.10
2. C -0.17
3. C -0.44
4. O 0.14

Record 11
C3H2N2O2 | wB97M-V/def2-TZVPD

Atoms and positions in Å:
O -2.803 -0.464 -0.516
C -1.850 0.130 -0.084
C -0.393 -0.133 0.132
N 0.462 0.823 0.132
C 1.686 0.227 0.024
N 1.691 -1.083 -0.001
O 0.423 -1.473 0.004
H -1.805 1.164 0.326
H 2.590 0.807 -0.017

Results
total energy = -10215.5097 eV
HOMO-LUMO gap = 9.846 eV
LUMO energy = -1.13 eV
SMILES string = O=Cc1ncno1
total charge = 0
max |F| = 0.0922 hartree/bohr

Results of the Löwdin charge analysis, in e, for atoms 1 through 4:
1. O 0.11
2. C -0.19
3. C -0.15
4. N 0.14

Record 12
C3H2N2O2 | wB97M-V/def2-TZVPD

Atoms and positions in Å:
C -1.679 -0.393 0.007
C -0.208 0.105 0.165
C 1.729 0.672 -0.132
H -1.597 -1.509 0.095
H 2.767 1.165 -0.267
N 0.592 1.255 0.150
N 0.458 -1.093 0.063
O -2.690 0.359 -0.125
O 1.743 -0.745 -0.070

Results
total energy = -10215.3637 eV
HOMO-LUMO gap = 10.364 eV
LUMO energy = -0.20 eV
total charge = 0
max |F| = 0.1047 hartree/bohr

Results of the Löwdin charge analysis, in e, for atoms 1 through 4:
1. C -0.14
2. C -0.24
3. C -0.13
4. H 0.12

Record 13
C3H2N2O2 | wB97M-V/def2-TZVPD

Atoms and positions in Å:
H -0.973 -1.652 -0.662
N -1.459 -0.784 -0.431
C -0.734 -0.005 0.226
C -1.221 1.292 0.668
N -1.584 2.329 1.023
O 0.563 -0.226 0.671
C 1.548 -0.295 -0.278
O 1.367 -0.245 -1.456
H 2.511 -0.396 0.236

Results
total energy = -10217.2416 eV
HOMO-LUMO gap = 11.607 eV
LUMO energy = -0.23 eV
SMILES string = [H]/N=C(/C#N)OC=O
total charge = 0
max |F| = 0.0219 hartree/bohr

Results of the Löwdin charge analysis, in e, for atoms 1 through 4:
1. H 0.09
2. N 0.23
3. C -0.42
4. C -0.11

Record 14
C3H2N2O3 | wB97M-V/def2-TZVPD

Atoms and positions in Å:
H -1.133 -0.836 -2.268
N -1.469 -0.498 -1.345
C -0.621 -0.194 -0.415
N 0.805 -0.489 -0.263
C 1.261 0.467 0.692
O 2.364 1.019 0.801
O 0.225 0.841 1.485
C -0.898 0.297 0.889
O -2.073 0.042 1.316
H 1.540 -0.650 -0.891

Results
total energy = -12264.9052 eV
HOMO-LUMO gap = 10.039 eV
LUMO energy = -1.09 eV
SMILES string = [H]/N=C1\NC(=O)OC1=O
total charge = 0
max |F| = 0.1535 hartree/bohr

Results of the Löwdin charge analysis, in e, for atoms 1 through 4:
1. H 0.09
2. N 0.20
3. C -0.29
4. N 0.20

Record 15
C3H2N2O3 | wB97M-V/def2-TZVPD

Atoms and positions in Å:
C 1.449 0.094 0.919
C -0.977 -1.383 1.257
C -0.234 1.090 -1.744
N 2.248 0.288 1.727
N 0.641 -0.261 -0.042
O -0.596 -2.235 1.920
O -1.045 1.832 -2.203
O -0.281 0.734 -0.458
H -1.822 -0.807 0.918
H 0.617 0.647 -2.292

Results
total energy = -12260.6304 eV
HOMO-LUMO gap (alpha / beta) = 8.024 / 8.020 eV
LUMO energy (alpha / beta) = -1.51 / -1.51 eV
total charge = 0
max |F| = 0.0708 hartree/bohr

Results of the Löwdin charge analysis, in e, for atoms 1 through 4:
1. C -0.41
2. C 0.12
3. C -0.36
4. N 0.14

Record 16
C3H2N2O3S | wB97M-V/def2-TZVPD

Atoms and positions in Å:
C 0.824 0.106 0.198
C -0.359 0.049 -0.539
C 1.209 1.129 -1.506
N 1.827 0.740 -0.513
N -0.134 0.872 -1.598
O -0.777 2.164 -3.722
O 0.242 -0.125 -4.025
O 1.568 1.685 -2.712
S 0.103 1.169 -3.247
H 1.064 -0.198 1.203
H -1.335 -0.127 -0.377

Results
total energy = -23097.7551 eV
HOMO-LUMO gap = 10.400 eV
LUMO energy = 0.51 eV
total charge = 0
max |F| = 0.1288 hartree/bohr

Results of the Löwdin charge analysis, in e, for atoms 1 through 4:
1. C -0.06
2. C -0.04
3. C -0.54
4. N 0.18

Record 17
C3H2N2OS | wB97M-V/def2-TZVPD

Atoms and positions in Å:
O -1.157 -1.904 -0.470
C -0.707 -0.809 -0.230
C -0.096 -0.489 1.196
N 0.652 0.497 1.159
C 0.593 0.982 -0.093
S 1.736 2.096 -0.587
N -0.297 0.330 -1.024
H -0.144 -1.374 1.934
H -0.581 0.672 -1.885

Results
total energy = -19004.7312 eV
HOMO-LUMO gap = 7.624 eV
LUMO energy = -1.66 eV
SMILES string = O=C1C=NC(=S)N1
total charge = 0
max |F| = 0.1267 hartree/bohr

Results of the Löwdin charge analysis, in e, for atoms 1 through 4:
1. O 0.10
2. C -0.37
3. C -0.02
4. N 0.05

Record 18
C3H2N2OS | wB97M-V/def2-TZVPD

Atoms and positions in Å:
O 0.478 -0.438 -2.148
C 0.231 -0.349 -0.941
C 0.129 -1.320 0.188
N -0.065 -0.679 1.311
N -0.073 0.654 1.008
C -0.176 0.906 -0.372
S -0.286 2.359 -1.131
H 0.058 -2.392 0.257
H -0.297 1.259 1.828

Results
total energy = -19004.0266 eV
HOMO-LUMO gap = 7.238 eV
LUMO energy = -2.22 eV
SMILES string = O=C1C=NNC1=S
total charge = 0
max |F| = 0.0872 hartree/bohr

Results of the Löwdin charge analysis, in e, for atoms 1 through 4:
1. O 0.10
2. C -0.40
3. C -0.04
4. N 0.07

Record 19
C3H2N2OS | wB97M-V/def2-TZVPD

Atoms and positions in Å:
C 0.579 0.949 0.629
C 1.115 0.419 -0.659
C -1.351 -0.827 0.094
N 0.417 -0.389 -1.407
N -0.806 -0.697 -1.037
O 2.215 1.016 -0.867
S 1.117 1.482 1.961
H -0.818 -1.194 1.152
H -2.469 -0.759 0.133

Results
total energy = -19000.4309 eV
HOMO-LUMO gap (alpha / beta) = 5.792 / 6.351 eV
LUMO energy (alpha / beta) = -2.50 / -2.27 eV
total charge = 0
max |F| = 0.0616 hartree/bohr

Results of the Löwdin charge analysis, in e, for atoms 1 through 4:
1. C -0.44
2. C -0.62
3. C -0.09
4. N 0.08

Record 20
C3H2N2S2 | wB97M-V/def2-TZVPD

Atoms and positions in Å:
C 0.952 -1.056 0.357
C 1.208 -0.117 -0.841
C -0.549 1.171 0.002
N 0.065 -0.876 1.224
N 0.395 0.942 -0.813
S -1.927 0.525 0.541
S -3.520 1.774 0.782
H 1.489 -1.930 0.397
H 1.888 -0.433 -1.648

Results
total energy = -27787.7734 eV
HOMO-LUMO gap (alpha / beta) = 6.462 / 6.061 eV
LUMO energy (alpha / beta) = -2.28 / -2.16 eV
total charge = 0
max |F| = 0.0542 hartree/bohr

Results of the Löwdin charge analysis, in e, for atoms 1 through 4:
1. C -0.25
2. C -0.04
3. C -0.48
4. N 0.08